This record from OMol25 describes C24H23ClN2OPSc as an isolated structure in a non-equilibrium geometry. The level of theory is ωB97M-V/def2-TZVPD.

Structure (ORCA input):
```
! RIJCOSX wB97M-V def2-TZVPD def2/J DEFGRID3
* xyz 2 1
Sc 1.34513 0.21294 0.18533
Cl 3.37120 -0.77760 0.38039
P 0.13719 -0.00384 -2.18770
C -0.61587 1.51511 -2.89741
C -1.82618 1.51042 -3.60931
C -2.30704 2.68368 -4.19762
C -1.62970 3.89403 -4.01414
C -0.46004 3.91873 -3.24237
C 0.04196 2.74429 -2.68843
C 1.70960 -0.23239 -3.13583
C 2.38123 -1.46020 -2.98765
C 3.64910 -1.63420 -3.53161
C 4.24972 -0.60895 -4.27014
C 3.54491 0.58020 -4.49446
C 2.26624 0.75349 -3.96132
C -0.87034 -1.30874 -2.97616
C -1.55564 -2.25215 -2.18634
C -2.32296 -3.24450 -2.80045
C -2.41510 -3.30526 -4.19774
C -1.72206 -2.37752 -4.98390
C -0.94354 -1.39127 -4.37450
H 1.90669 -2.27464 -2.43058
H 4.17466 -2.58072 -3.38529
H 5.25437 -0.73985 -4.68125
H 3.99106 1.37056 -5.10226
H 1.70099 1.65723 -4.19630
H -2.39090 0.58473 -3.73397
H -3.21440 2.64740 -4.80376
H -2.01089 4.81043 -4.46744
H 0.06893 4.85998 -3.08705
H 0.96693 2.77506 -2.10319
H -1.47903 -2.20077 -1.09620
H -2.85709 -3.97824 -2.19038
H -3.01739 -4.07964 -4.67452
H -1.78628 -2.41518 -6.07081
H -0.39117 -0.67889 -4.99066
H -3.60900 0.92328 0.04290
H -3.66926 0.19777 0.15202
N 1.30818 0.80576 6.96782
C 0.72696 -0.22755 6.28600
O 0.35561 -1.24020 6.87363
C 0.59576 -0.08845 4.79289
C 1.07716 1.01345 4.06967
C 1.01523 1.00600 2.68349
N 0.39912 -0.02012 1.98352
C -0.04391 -1.11732 2.69111
C -0.00772 -1.13701 4.07235
H 1.38097 0.71699 7.97181
H 1.54978 1.69599 6.57080
H 1.50608 1.88908 4.55865
H 1.43030 1.82622 2.08152
H -0.40096 -1.95075 2.08052
H -0.45408 -1.99047 4.59872
*
```

Properties
**Energy above the lowest of the compared OMol25 structures with the same formula, charge and spin**: 0.0 kcal per mole
**Energy**: -72786.7854 eV
**Frontier orbital gap**: 6.23 eV
**LUMO**: -8.1843 eV



This record from OMol25 describes C23H26IrN6O4PS as an isolated structure in a non-equilibrium geometry. The level of theory is ωB97M-V/def2-TZVPD.

Structure (ORCA input):
```
! RIJCOSX wB97M-V def2-TZVPD def2/J DEFGRID3
* xyz 0 5
Ir 0.09513 0.04881 0.24392
O -2.40852 3.26940 -0.96061
S -1.72642 2.07130 -0.59869
O -2.21030 1.35154 0.59696
O -0.23658 2.20912 -0.47682
O -1.94080 1.04452 -1.78790
N 1.87590 0.96293 1.98706
C 1.97815 -0.07507 2.92738
C 3.12408 -0.38796 3.59699
C 3.15324 -1.45010 4.53581
C 2.02726 -2.15378 4.83002
C 0.82152 -1.86769 4.13825
C -0.39748 -2.54519 4.38630
C -1.50771 -2.23285 3.66722
C -1.39473 -1.28772 2.62132
N -0.27424 -0.66988 2.34904
C 0.81752 -0.87788 3.14414
H 2.75742 1.39212 1.74267
H 1.20492 1.67983 2.23908
H 4.01655 0.20352 3.43061
H 4.07934 -1.67166 5.04955
H 2.03658 -2.93234 5.58210
H -0.43231 -3.30434 5.15913
H -2.45681 -2.71651 3.85051
H -2.23083 -1.05046 1.97225
C 1.78350 -0.89867 -0.71680
C 1.62133 -2.36968 -0.71749
C 1.70699 -3.11632 0.46834
C 1.45675 -4.47511 0.49374
C 1.11626 -5.14611 -0.68034
C 1.06174 -4.43708 -1.87655
C 1.31330 -3.07558 -1.88817
C 0.82691 -6.56252 -0.65479
N 0.59077 -7.68750 -0.63834
H 1.82223 -0.50739 -1.73677
H 2.68605 -0.58200 -0.19015
H 1.97132 -2.61270 1.39187
H 1.52006 -5.02530 1.42415
H 0.82778 -4.96042 -2.79546
H 1.28102 -2.53760 -2.82978
C -2.59759 -3.59012 -2.82857
N -2.89559 -3.61654 -1.38832
C -4.26307 -3.13912 -1.14389
N -4.46835 -1.80779 -1.67335
C -4.15343 -1.81288 -3.10272
N -2.79604 -2.27241 -3.40086
C -1.79259 -1.29160 -2.99299
P -1.87623 -0.66716 -1.23835
C -1.93055 -3.06544 -0.58212
C -3.72989 -0.76994 -0.95690
H -3.27391 -4.28796 -3.32268
H -1.56930 -3.91750 -2.97618
H -4.45248 -3.15556 -0.07121
H -4.95126 -3.82340 -1.64100
H -4.28327 -0.80621 -3.49938
H -4.85658 -2.47982 -3.60404
H -1.92491 -0.39692 -3.60385
H -0.79423 -1.68307 -3.19561
H -2.19554 -2.98399 0.46910
H -0.90506 -3.34860 -0.79581
H -4.09659 0.20395 -1.28177
H -3.92706 -0.84958 0.11227
*
```

Properties
**Energy above the lowest of the compared OMol25 structures with the same formula, charge and spin**: 21.9 kcal per mole
**Expectation value of S²**: 6.016
**Energy**: -64363.4384 eV
**Frontier orbital gap (spin up / spin down)**: 5.43 / 7.69 eV
**LUMO (spin up / spin down)**: -0.7293 / -0.9147 eV



This record from OMol25 describes an isolated ion of composition C4H9N2 and charge +1 in a non-equilibrium geometry. The level of theory is ωB97M-V/def2-TZVPD.

Structure (ORCA input):
```
! RIJCOSX wB97M-V def2-TZVPD def2/J DEFGRID3
* xyz 1 1
C -2.43430 0.66799 -0.37541
N -1.41750 -0.02551 -0.18890
C -0.53323 -0.66842 0.83692
C 0.13639 -0.86699 -0.42474
N 1.19685 -0.17573 -0.76408
C 1.94060 0.58529 0.19474
H -2.80960 0.67784 -1.38827
H -2.83602 1.11577 0.49255
H -0.92257 -1.52048 1.36356
H -0.07889 -0.08078 1.58578
H -0.35403 -1.80385 -0.90111
H 1.56163 -0.15857 -1.63884
H 1.41190 1.05605 0.88699
H 2.57394 -0.15188 0.66721
H 2.56484 1.34927 -0.34640
*
```

Properties
**Energy above the lowest of the compared OMol25 structures with the same formula, charge and spin**: 89.0 kcal per mole
**Energy**: -7264.2805 eV
**Frontier orbital gap**: 10.56 eV
**LUMO**: -3.6786 eV